18
Properties=species:S:1:pos:R:3:nbo_charge:R:1 method="wB97M-V/def2-TZVPD" homo_ev=-3.751 total_energy_ev=-11940.6836 largest_force_ev_per_a=4.57 e_lumo_ha=0.1536 total_charge=-1 multiplicity=1
O 0.15313 1.75291 -0.98835 -0.633
O 1.55876 0.16594 -0.26682 -0.749
O -0.86651 -0.06656 1.28440 -0.891
N -0.07919 -1.31440 -1.66367 -0.901
C -0.55319 -1.68659 -0.36129 -0.270
C 0.84413 1.27286 -0.12212 0.668
C 1.03131 2.00419 1.20724 -0.721
C -1.49427 -0.58607 0.17010 -0.084
H 0.75624 -0.72676 -1.53763 0.404
H 0.48730 1.36289 1.91009 0.282
H 0.61597 3.00811 1.23038 0.205
H -0.06714 -2.07430 -2.32147 0.342
H 0.29357 -1.67922 0.33618 0.191
H -1.60420 0.19529 -0.60791 0.157
H 0.40711 0.01822 0.23755 0.536
H -1.05803 -2.65778 -0.33733 0.167
H -2.51717 -0.98286 0.36876 0.105
H 2.09219 1.99414 1.46190 0.194